Formula: C24H34N2P2RhS2Se2Te2
Source: the Open Molecules 2025 dataset
Level of theory: ωB97M-V/def2-TZVPD

## Properties
- multiplicity = 5
- electronic energy (eV) = -216953.320
- charge = +1

Element x y z (Å)
Rh1 -1.902623 -1.573284 -0.721978
Se1 -1.605704 -0.629354 -2.944779
Te1 -3.491319 0.766451 -3.642844
Te2 -5.125328 0.775411 -1.436244
Se2 -5.135971 -1.514599 -0.796303
S1 -1.916156 0.545819 0.338331
C1 -0.294510 1.146020 0.167708
N1 -0.078667 2.436947 0.548309
C2 1.301898 2.849431 0.796300
C3 2.177980 2.312884 -0.302648
N2 2.033346 0.858202 -0.378293
C4 3.274109 0.089498 -0.247712
C5 3.845620 0.154737 1.152516
C6 3.060144 -0.173331 2.256269
C7 3.588257 -0.111402 3.537410
C8 4.910045 0.277510 3.730964
C9 5.697373 0.602537 2.637342
C10 5.163942 0.543977 1.354332
C11 0.804193 0.306887 -0.201649
S2 0.607484 -1.392544 -0.454270
C12 -1.053381 3.507583 0.283785
C13 -0.693894 4.303952 -0.948884
C14 -0.689269 3.681504 -2.195468
C15 -0.319855 4.382865 -3.333578
C16 0.054578 5.719496 -3.236077
C17 0.051386 6.345989 -1.999422
C18 -0.321248 5.638666 -0.860552
H1 1.632062 2.460788 1.762047
H2 1.346080 3.936089 0.822618
H3 3.223913 2.548300 -0.113969
H4 1.883514 2.760913 -1.253664
H5 3.993345 0.497867 -0.957009
H6 3.073120 -0.938308 -0.537141
H7 2.030746 -0.487494 2.112077
H8 2.968733 -0.367368 4.388735
H9 5.322646 0.323153 4.731162
H10 6.725992 0.909805 2.779927
H11 5.782599 0.800902 0.500194
H12 -1.099379 4.161938 1.154627
H13 -2.026075 3.038352 0.168939
H14 -0.965054 2.633915 -2.269827
H15 -0.325339 3.888776 -4.297687
H16 0.350134 6.267534 -4.122050
H17 0.340548 7.385988 -1.916978
H18 -0.329307 6.134691 0.105214
C19 -0.577910 -4.082499 -2.772648
P1 -1.803790 -3.724671 -1.486049
C20 -3.320271 -4.495502 -2.119178
C21 -1.323295 -4.783551 -0.073023
C22 -2.161334 -4.388085 1.147770
P2 -2.146566 -2.557076 1.348821
C23 -0.821736 -2.258158 2.548519
C24 -3.634274 -2.203825 2.323429
H19 -0.437702 -5.159085 -2.879445
H20 0.369711 -3.612419 -2.509006
H21 -0.916880 -3.672147 -3.723706
H22 -3.127751 -5.528851 -2.412926
H23 -3.673096 -3.930320 -2.981775
H24 -4.102674 -4.470664 -1.361652
H25 -0.259726 -4.612890 0.111114
H26 -1.455941 -5.835707 -0.333417
H27 -1.796389 -4.858914 2.060865
H28 -3.201713 -4.694325 1.012389
H29 -1.054982 -2.784909 3.475710
H30 -0.753687 -1.186847 2.742240
H31 0.134195 -2.596202 2.155204
H32 -3.637315 -2.812688 3.228236
H33 -4.530877 -2.409725 1.740552
H34 -3.636703 -1.148629 2.598198

Force components x, y, z for each atom (eV/Å):
Rh 0.1141 -0.2470 0.4373
Se -0.0613 0.2411 -0.3592
Te 0.2137 -0.0592 -0.0075
Te -0.0704 -0.0731 0.0393
Se -0.0080 0.1166 -0.1148
S -0.1134 0.1461 -0.0331
C 0.0935 -0.1772 0.0825
N 0.1183 0.1644 -0.1863
C -0.2427 -0.0226 0.0501
C 0.0511 -0.1734 -0.1050
N 0.0953 0.1157 0.2374
C -0.1198 0.0288 -0.0850
C -0.0056 0.0382 0.0021
C -0.0046 -0.0179 0.0538
C 0.0163 0.0253 -0.0292
C -0.0352 -0.0237 -0.0194
C -0.0173 0.0088 -0.0160
C 0.0068 0.0061 0.0054
C -0.1226 0.1228 0.0281
S -0.1269 -0.0167 -0.0986
C 0.0766 -0.1114 0.1131
C 0.0974 -0.0476 -0.0016
C 0.0387 0.0025 -0.0798
C -0.0234 -0.0091 0.0573
C -0.0030 -0.0319 0.0119
C -0.0148 -0.0212 0.0257
C -0.0272 0.0460 -0.0046
H -0.0043 -0.0048 0.0499
H -0.0378 0.0197 -0.0013
H 0.0117 -0.0346 0.0225
H 0.0277 0.0107 -0.0823
H 0.0310 0.0023 -0.0457
H -0.0300 -0.0414 -0.0244
H 0.0399 0.0201 -0.0140
H 0.0281 -0.0001 -0.0269
H -0.0192 0.0061 -0.0348
H -0.0310 -0.0179 -0.0078
H -0.0224 -0.0017 0.0402
H 0.0190 0.0061 0.0439
H -0.0514 0.0168 0.0180
H -0.0206 0.0072 0.0071
H 0.0162 0.0149 0.0196
H -0.0233 -0.0168 0.0274
H -0.0075 -0.0215 -0.0002
H 0.0180 -0.0220 -0.0425
C 0.0096 -0.0265 0.0642
P 0.0435 -0.0119 -0.0282
C 0.0119 0.0266 -0.0176
C -0.1210 0.0134 0.0814
C 0.0754 0.0416 -0.1103
P 0.0526 0.0151 -0.0132
C -0.0105 0.0297 0.0116
C 0.0036 -0.0138 -0.0235
H 0.0000 0.0055 -0.0183
H 0.0127 -0.0040 -0.0063
H -0.0006 0.0151 -0.0129
H -0.0162 0.0125 -0.0016
H -0.0168 -0.0064 -0.0078
H -0.0056 -0.0146 0.0080
H 0.0190 0.0195 0.0151
H 0.0386 -0.0157 0.0326
H -0.0182 -0.0588 0.0206
H -0.0082 -0.0080 -0.0010
H 0.0271 0.0241 0.0027
H -0.0056 -0.0003 -0.0246
H 0.0242 -0.0194 -0.0260
H -0.0059 0.0077 0.0294
H 0.0231 -0.0142 0.0821
H -0.0024 0.0093 -0.0092


Formula: C45H78N12O15
Source: the Open Molecules 2025 dataset
Level of theory: ωB97M-V/def2-TZVPD

## Properties
- energy relative to the best compared isomer or geometry (same formula, charge and spin) (eV) = 1.9450
- structure (SMILES) = O=[N+]([O-])c1ccccc1.O=[N+]([O-])c1ccccc1.O=[N+]([O-])c1ccccc1.CN(C)C=O.CN(C)C=O.CN(C)C=O.CN(C)C=O.CN(C)C=O.CN(C)C=O.CN(C)C=O.CN(C)C=O.CN(C)C=O
- charge = 0

Element x y z (Å)
C1 -17.057442 -2.215033 -13.370694
C2 -17.236815 -2.063854 -14.721417
C3 -17.274046 -3.215230 -15.511995
C4 -16.945048 -4.437027 -14.923717
C5 -16.719668 -4.612721 -13.572998
C6 -16.858200 -3.479145 -12.754275
N1 -16.807856 -5.678247 -15.825136
O1 -17.127962 -5.507573 -17.007508
O2 -16.384162 -6.713446 -15.384717
H1 -17.285465 -1.387599 -12.693427
H2 -17.445636 -1.099788 -15.202230
H3 -17.590771 -3.091912 -16.560708
H4 -16.457500 -5.620293 -13.270877
H5 -16.868522 -3.504381 -11.662340
C7 -20.394902 2.623150 -16.630672
C8 -20.621940 2.913964 -15.300190
C9 -20.934064 4.235142 -14.909082
C10 -21.080572 5.165360 -15.898433
C11 -20.877958 4.869999 -17.243665
C12 -20.463279 3.603128 -17.581706
N2 -21.453181 6.606030 -15.497228
O3 -21.475843 6.915089 -14.346011
O4 -21.774076 7.365471 -16.382684
H6 -20.067168 1.607083 -16.950475
H7 -20.555218 2.102200 -14.582546
H8 -20.936937 4.456760 -13.895178
H9 -20.981362 5.648990 -17.997583
H10 -20.268956 3.379283 -18.647603
C13 -19.510034 -0.267732 -9.155384
C14 -19.256952 -1.067034 -10.257002
C15 -18.992897 -2.435356 -10.108560
C16 -19.044659 -2.969469 -8.819549
C17 -19.245207 -2.178213 -7.672779
C18 -19.511401 -0.817927 -7.890325
N3 -18.987222 -4.404283 -8.708152
O5 -18.291301 -5.041489 -9.471202
O6 -19.640584 -4.895142 -7.837434
H11 -19.654211 0.776012 -9.238097
H12 -19.370022 -0.603694 -11.203038
H13 -18.884563 -3.020561 -11.015234
H14 -19.377673 -2.618519 -6.712510
H15 -19.704952 -0.147647 -7.052678
C19 -22.454565 -4.320278 -11.356388
O7 -22.213333 -3.321288 -11.992621
N4 -22.371407 -4.336547 -9.995176
C20 -23.010861 -5.453410 -9.284584
C21 -22.415811 -3.068487 -9.251020
H16 -22.705815 -5.288983 -11.807666
H17 -24.084531 -5.307644 -9.142252
H18 -22.551096 -5.582992 -8.298642
H19 -22.871746 -6.400928 -9.826771
H20 -21.778537 -3.190084 -8.362569
H21 -21.917284 -2.302396 -9.835791
H22 -23.446665 -2.795157 -9.057952
C22 -21.236068 0.081249 -19.531995
O8 -20.494459 0.976808 -19.819356
N5 -22.556113 0.161422 -19.143041
C23 -23.260400 -1.058566 -18.706396
C24 -23.242539 1.398570 -18.929544
H23 -20.917234 -1.010994 -19.610539
H24 -24.191522 -1.204822 -19.201132
H25 -23.442069 -0.993518 -17.629051
H26 -22.621719 -1.917988 -18.873132
H27 -23.188791 1.714780 -17.878943
H28 -22.739394 2.222422 -19.454955
H29 -24.257029 1.392099 -19.270901
C25 -22.759174 -5.098518 -17.749678
O9 -22.567250 -4.104262 -17.109820
N6 -23.283294 -6.276926 -17.284498
C26 -23.865151 -7.292680 -18.160520
C27 -23.800305 -6.292065 -15.917676
H30 -22.537019 -5.066300 -18.821304
H31 -24.863755 -6.959267 -18.387056
H32 -23.831491 -8.246802 -17.665152
H33 -23.241687 -7.372917 -19.036850
H34 -24.865177 -6.098104 -15.956001
H35 -23.648619 -7.250686 -15.457708
H36 -23.250338 -5.498400 -15.434804
C28 -18.089462 -2.992761 -19.406367
O10 -18.863953 -2.477791 -18.611217
N7 -18.255742 -4.208443 -19.953849
C29 -17.150585 -4.901195 -20.623156
C30 -19.452660 -4.998356 -19.648106
H37 -17.314153 -2.370251 -19.749597
H38 -17.508966 -5.583493 -21.382103
H39 -16.474147 -5.460214 -19.936714
H40 -16.475920 -4.184514 -21.107934
H41 -20.239646 -4.673847 -20.301897
H42 -19.187622 -6.047428 -19.753663
H43 -19.726345 -4.649370 -18.632487
C31 -20.458129 -7.221210 -11.893322
O11 -21.226274 -6.937480 -12.813065
N8 -20.784110 -7.841701 -10.762143
C32 -19.915523 -7.940892 -9.665534
C33 -22.087251 -8.498166 -10.654153
H44 -19.426953 -6.814317 -11.860980
H45 -18.874953 -7.681799 -9.961854
H46 -19.995845 -8.919519 -9.224730
H47 -20.070195 -7.197695 -8.863575
H48 -22.058016 -9.536572 -11.022658
H49 -22.399484 -8.521197 -9.614368
H50 -22.827528 -8.057514 -11.303037
C34 -24.983580 -2.873338 -15.094318
O12 -25.743223 -3.629102 -15.672040
N9 -25.165062 -1.569675 -14.912184
C35 -26.450999 -0.940209 -15.250599
C36 -24.206273 -0.835956 -14.095900
H51 -24.064226 -3.225699 -14.554459
H52 -26.854805 -0.423442 -14.375492
H53 -27.206041 -1.715403 -15.460661
H54 -26.327853 -0.189016 -16.054201
H55 -23.795712 -0.018170 -14.712164
H56 -24.699872 -0.435941 -13.214782
H57 -23.448857 -1.488327 -13.714552
C37 -22.516049 3.172123 -10.005689
O13 -22.837796 3.354834 -8.846781
N10 -22.497081 1.903483 -10.594569
C38 -22.261263 1.680652 -12.074367
C39 -23.009517 0.677175 -9.900003
H58 -22.163979 4.010925 -10.628444
H59 -21.473831 0.938880 -12.117036
H60 -21.723643 2.538315 -12.470623
H61 -23.133032 1.426804 -12.647639
H62 -22.998697 0.850597 -8.795175
H63 -24.056512 0.491142 -10.238738
H64 -22.397962 -0.194790 -10.079809
C40 -20.227786 -1.788108 -13.549244
O14 -20.103283 -0.519142 -13.549063
N11 -20.445201 -2.453764 -14.706535
C41 -20.584346 -3.912266 -14.759382
C42 -20.575169 -1.675875 -15.953551
H65 -20.043041 -2.449317 -12.670888
H66 -20.253522 -4.251168 -13.800310
H67 -19.938601 -4.317641 -15.552577
H68 -21.623491 -4.170804 -14.837927
H69 -19.670843 -1.105451 -16.009630
H70 -20.754182 -2.285877 -16.810360
H71 -21.399671 -0.976674 -15.833719
C43 -21.514704 -8.837695 -16.288626
O15 -22.392355 -9.580074 -16.631981
N12 -20.427281 -8.428835 -17.034101
C44 -19.378017 -7.578374 -16.522652
C45 -19.991484 -9.270250 -18.153071
H72 -21.606184 -8.401247 -15.312618
H73 -19.793593 -7.103924 -15.622344
H74 -19.089597 -6.837898 -17.274494
H75 -18.567853 -8.203063 -16.117023
H76 -19.091779 -9.858500 -17.899272
H77 -20.834530 -9.991425 -18.230275
H78 -19.843897 -8.756171 -19.105971

Force components x, y, z for each atom (eV/Å):
C -0.5463 -0.5896 1.8215
C -0.2690 -0.5176 -0.9385
C 0.1537 0.2393 -0.5400
C 0.0249 -0.5210 -0.9463
C -0.0408 0.4895 0.1641
C -0.0481 0.4840 -0.8608
N -0.6152 1.7775 -1.0707
O 0.3232 -0.1681 1.0757
O 0.0438 -0.0841 0.4880
H 0.4872 0.0066 -0.3119
H 0.0439 -0.4067 0.4708
H 0.4267 -0.4564 0.5432
H -0.1071 0.1940 0.4412
H 0.3465 -0.3369 -0.4163
C 0.7466 -1.6363 0.1042
C -0.2545 0.3988 0.2166
C 0.6147 -1.8119 -1.3524
C -0.1721 1.3822 -0.0907
C 0.0276 0.9704 0.1832
C -0.3355 0.3612 -1.7790
N -0.2547 -0.9598 -1.4260
O 0.3597 -0.3529 1.6798
O 0.1402 -0.0683 -0.8143
H -0.4405 0.8113 0.4079
H 0.1080 0.2054 0.1343
H -0.4322 0.6769 1.6062
H -0.0370 -0.1582 0.2845
H -0.0674 -0.0051 0.8014
C 0.5029 -1.0532 0.2608
C -0.0767 -0.4464 0.6938
C -0.5894 0.9509 0.1828
C 0.2051 1.3268 -0.3935
C -0.8121 0.4312 -1.7310
C 0.4196 -0.3785 0.9366
N 0.8581 0.0135 -0.3087
O 0.2560 0.0385 -0.6158
O -1.1036 -0.8262 1.4349
H -0.3656 0.8999 -0.3488
H 0.2119 0.0749 -1.1070
H 0.0895 -0.2998 0.4558
H 0.2167 -0.3102 0.5150
H 0.0493 -0.3549 -0.0365
C 0.2279 0.0806 0.8704
O -0.0616 0.4994 -0.8793
N -0.8928 -0.5517 0.5768
C 0.4543 -0.3378 -0.1197
C 1.2233 -0.6038 -0.4179
H 0.0505 -0.0332 -0.0453
H -0.0379 0.1767 -0.0106
H -0.0053 0.1362 -0.1688
H -0.0187 0.6032 0.0795
H -0.7229 0.0304 0.0677
H -0.1962 0.0565 -0.2293
H -0.1309 0.1646 0.3583
C -1.1986 -2.1124 0.0837
O 0.3956 1.1556 -0.0357
N 0.2867 -1.0198 -0.2815
C 1.3054 0.7643 0.6759
C 1.1989 1.4157 0.3146
H -0.2055 0.9745 0.2032
H -0.7482 0.0672 -0.5754
H -0.0948 -0.1208 -0.0036
H 0.0565 -0.1551 -0.0152
H -0.3085 -0.2424 0.0535
H 0.0325 -0.4104 -0.1111
H -0.6541 -0.3374 -0.1268
C -0.9387 -1.7800 -0.7764
O 0.4109 1.3554 1.2104
N 0.3607 0.2588 0.1443
C 0.8106 1.0589 0.1983
C 0.2422 0.4707 -0.9165
H 0.0233 -0.6036 -0.3730
H -0.5870 -0.3382 -0.3988
H -0.2161 -0.2710 0.1951
H -0.0324 0.0038 -0.5541
H -0.2636 0.3309 0.2825
H 0.3127 -0.4284 0.2007
H -0.2780 0.0499 0.6707
C -1.7206 -0.1674 0.5119
O -0.4167 -0.2661 0.2738
N 0.9083 -0.7903 -0.6082
C 0.9190 0.5138 0.3654
C 0.9407 1.3488 1.1433
H 1.8148 0.2653 -0.7917
H -0.2397 -0.0520 -0.1282
H -0.7775 0.1639 -0.0773
H -0.3567 0.0579 -0.0235
H -0.5443 -0.2285 -0.4980
H -0.3699 0.0012 0.2495
H -0.1681 -0.8726 -0.2975
C -0.1012 1.6598 -0.5523
O 0.4675 -0.7180 0.2727
N -1.8368 -0.5123 -0.8369
C 1.9801 0.8850 1.2662
C 0.2717 -0.8185 -0.3279
H -0.0560 -0.2822 -0.1422
H -0.5579 -0.6420 -0.0084
H 0.3423 -0.4830 0.1293
H -0.5759 -0.1883 -0.2651
H 0.3789 0.1149 0.2857
H -0.1156 0.1230 0.0092
H -0.1215 0.6301 0.0218
C 0.2537 -1.4264 0.4546
O 0.0615 0.0582 -0.0997
N -0.5625 0.9945 0.4154
C 0.1447 -0.0125 0.2153
C -0.8264 0.6982 -0.7354
H -0.2972 0.0047 -0.5820
H 0.3137 0.1577 0.0882
H 0.6340 0.2778 -0.4550
H -0.2204 -0.5572 0.2006
H 0.1520 -0.1822 0.5038
H -0.1984 0.3312 0.0800
H 0.6815 -0.4147 -0.1241
C -0.2206 -1.7612 0.3509
O 0.0920 0.0272 -0.3264
N -0.2657 -0.1344 -0.9630
C 1.5417 0.7971 2.2739
C -0.6200 1.7945 0.6949
H -0.0508 -0.3649 -0.3521
H -0.2845 -0.7434 -0.3691
H -0.5169 0.4615 -0.1301
H -0.4508 -0.0754 -0.0863
H -0.1723 0.0486 -0.9531
H 0.6861 -0.0435 0.3232
H 0.2956 -0.0173 -0.4823
C 0.7550 1.8932 -1.5960
O -0.3845 -2.6739 0.6983
N -0.3268 -0.0376 0.1551
C 0.5212 1.0713 0.3201
C -0.3109 0.2222 1.6597
H -0.3934 0.5553 -0.4759
H 0.3387 -0.6199 0.5542
H -0.4694 0.0274 0.1533
H -0.3111 -0.3305 -0.4819
H 0.4889 0.4692 -0.5834
H 0.1122 -0.6226 -0.3381
H -0.1334 0.1742 -0.0841
C 1.1475 1.0914 -0.3005
O -0.5743 -1.2420 -0.8901
N 0.1979 -0.8809 -0.6666
C -0.8867 -0.2224 1.4879
C -1.4539 -1.1360 0.5527
H 0.5155 0.8641 0.8251
H 0.1375 0.4488 -0.2641
H 0.1978 -0.2776 0.3316
H 0.2836 0.3490 -0.6389
H -0.1610 0.4406 -0.0039
H 0.6519 0.2707 -0.5480
H -0.0653 0.2080 0.2587